(1)
3 unconnected molecules or ions with the total composition C25H47F7IO14P3S3 in a non-equilibrium geometry. Source: OMol25; level of theory: ωB97M-V/def2-TZVPD.

Summary:
SMILES = C=C[C@]1(I)OS(=O)(=O)[C@H](CCCOC)[C@@H](S(=O)(=O)C(F)(F)C(F)(F)C(F)(F)F)[C@H]1[PH2]=S.CCOP(=O)(OCC)OCC.CCOP(=O)(OCC)OCC
Kohn-Sham gap = 0.2073 Ha
ΔE to the lowest compared entry with this formula, charge and spin = 330.6 kcal/mol
highest occupied orbital energy = -8.12 eV
electronic energy = -5248.77776 a.u.
spin multiplicity = 1
charge = 0
max |F| = 9.8 eV/Å

Last column: Mulliken charge in e.
Element x y z (Å)
C: -3.0013 -2.9244 2.5874  -0.79
C: -1.6799 -2.8565 1.8589  0.18
C: -1.4555 -3.5130 0.3353  0.07
I: -3.3687 -4.4110 -0.2112  0.15
O: -0.4782 -4.5955 0.5248  -0.35
S: 1.1285 -4.0328 0.5606  1.39
O: 2.0407 -5.3213 0.5645  -0.74
O: 1.5197 -3.2427 1.8364  -0.51
C: 1.4893 -3.1549 -1.0553  -0.62
C: 2.4532 -1.8356 -0.6975  -0.36
C: 3.4517 -1.4246 -1.9586  -0.81
C: 2.8718 -0.1703 -2.8666  -0.35
O: 2.3285 0.9484 -2.0530  -0.34
C: 1.7468 1.8737 -3.0658  -0.17
C: 0.0805 -2.6573 -1.8086  0.00
S: -0.4492 -3.9655 -3.0061  1.27
O: -0.8073 -5.3514 -2.3903  -0.59
O: 0.8018 -4.2522 -3.9290  -0.66
C: -1.8371 -3.5246 -4.1808  0.48
F: -3.2082 -3.5548 -3.5463  -0.25
F: -1.8842 -4.6530 -5.1872  -0.24
C: -1.6086 -2.1650 -5.0654  0.46
F: -0.7169 -2.4098 -6.2588  -0.25
F: -1.0974 -0.9967 -4.3171  -0.22
C: -3.0701 -1.6772 -5.7164  0.58
F: -3.8214 -2.7792 -6.3593  -0.20
F: -2.7353 -0.6752 -6.7697  -0.23
F: -3.8708 -0.9236 -4.6843  -0.21
C: -0.9531 -2.2689 -0.6044  -0.63
P: -2.3923 -1.0836 -1.1639  0.37
S: -3.1278 -0.0473 0.3602  -0.39
H: -3.3631 -3.9266 3.0719  0.31
H: -3.5791 -1.8858 2.6661  0.15
H: -0.8255 -2.2621 2.4279  0.21
H: 2.1387 -3.8631 -1.7226  0.61
H: 3.1838 -2.0544 0.2155  0.36
H: 1.7602 -0.9528 -0.3566  0.21
H: 3.7886 -2.3558 -2.5896  0.29
H: 4.4467 -1.0078 -1.4475  0.36
H: 2.0749 -0.5937 -3.6188  0.22
H: 3.8208 0.2769 -3.4336  0.38
H: 2.6333 2.1434 -3.7973  0.25
H: 1.2355 2.8175 -2.5919  0.02
H: 0.9552 1.2791 -3.7264  0.07
H: 0.3849 -1.6317 -2.3352  0.04
H: -0.3179 -1.5715 0.1321  0.30
H: -3.5103 -1.7681 -1.7474  0.09
H: -1.7768 -0.0853 -2.0251  0.07
O: 0.3494 5.0043 -3.9341  -0.65
P: -0.9601 5.7831 -4.2098  1.11
O: -0.2125 6.9347 -5.1342  -0.27
C: 0.0618 6.6025 -6.4835  -0.34
C: -1.1999 6.6088 -7.3226  -0.96
O: -0.9118 6.5521 -2.7323  -0.37
C: -0.3232 5.9205 -1.6022  -0.24
C: 1.1038 6.4075 -1.4141  -1.15
O: -2.4233 6.6534 -4.5179  -0.44
C: -2.7846 7.8730 -3.8774  -0.20
C: -1.8296 9.0367 -4.1032  -0.87
H: 0.5614 5.6277 -6.5383  0.25
H: 0.7610 7.3538 -6.8682  0.31
H: -1.8744 5.8022 -7.0190  0.29
H: -0.9625 6.4724 -8.3818  0.40
H: -1.7450 7.5499 -7.2006  0.19
H: -0.3750 4.8300 -1.6857  0.24
H: -0.9164 6.1942 -0.7228  0.32
H: 1.6875 6.3360 -2.3350  0.27
H: 1.6104 5.8366 -0.6324  0.37
H: 1.1069 7.4649 -1.1307  0.35
H: -2.9588 7.7007 -2.8103  0.25
H: -3.7566 8.1552 -4.2961  0.36
H: -0.8603 8.8719 -3.6185  0.20
H: -2.2500 9.9579 -3.6859  0.40
H: -1.6432 9.1902 -5.1695  0.19
O: 2.9227 -2.1873 6.7226  -0.69
P: 1.4417 -2.2222 7.1731  1.08
O: 1.7568 -3.1273 8.5226  -0.26
C: 2.2524 -2.4424 9.6590  -0.38
C: 1.1642 -1.6343 10.3363  -0.96
O: 1.0608 -3.4481 6.1106  -0.37
C: 1.7508 -3.5799 4.8741  -0.03
C: 2.8536 -4.6180 4.9977  -1.22
O: -0.2130 -2.2612 7.6764  -0.41
C: -1.0741 -3.3855 7.5252  -0.07
C: -0.6329 -4.6480 8.2523  -0.90
H: 3.0951 -1.8005 9.3752  0.29
H: 2.6333 -3.1989 10.3547  0.30
H: 0.8344 -0.8103 9.6960  0.30
H: 1.5250 -1.2094 11.2777  0.39
H: 0.2872 -2.2557 10.5418  0.19
H: 2.1355 -2.6143 4.5298  0.35
H: 1.0255 -3.9120 4.1233  0.02
H: 3.4949 -4.4357 5.8633  0.35
H: 3.4743 -4.6358 4.0988  0.32
H: 2.4202 -5.6130 5.1414  0.34
H: -1.2573 -3.5794 6.4634  0.17
H: -2.0399 -3.0820 7.9435  0.37
H: 0.2790 -5.0739 7.8179  0.20
H: -1.4130 -5.4141 8.1879  0.40
H: -0.4314 -4.4433 9.3071  0.20

=====

(2)
A molecular structure, C25H48BrNO2P2Zr in a non-equilibrium geometry. Source: OMol25; level of theory: ωB97M-V/def2-TZVPD.

Summary:
Kohn-Sham gap = 0.1686 Ha
ΔE to the lowest compared entry with this formula, charge and spin = 0.0 kcal/mol
highest occupied orbital energy = -21.14 eV
electronic energy = -4488.71898 a.u.
spin multiplicity = 1
charge = +4
max |F| = 11.9 eV/Å

Last column: Mulliken charge in e.
Element x y z (Å)
Zr: 0.0298 0.0995 0.5937  -1.12
C: 1.8437 -0.3280 -0.4738  0.69
O: 2.8502 -0.5354 -1.0612  -0.14
C: -2.0772 0.1707 0.3565  0.70
O: -3.2484 0.3331 0.3887  -0.06
P: -0.0125 2.1941 -1.0519  2.04
C: -0.4201 2.0894 -2.8637  0.07
H: -0.4095 3.1430 -3.1759  0.58
C: -1.3810 3.3629 -0.5338  0.68
H: -2.2635 2.7112 -0.6510  0.27
C: 1.6396 3.0609 -1.2132  0.46
H: 2.2029 2.3172 -1.7994  0.44
C: 1.4412 -3.4787 1.1187  0.55
P: -0.0673 -2.5384 0.5241  1.13
H: -0.8243 -3.9823 -1.2117  0.86
H: 2.1445 -3.3194 0.2863  0.62
C: -1.5625 -3.4026 1.2406  0.45
H: -1.2675 -4.4613 1.1866  0.64
C: -1.3121 3.7819 0.9336  -1.42
H: -2.2286 4.3558 1.1618  0.50
H: -0.4463 4.4360 1.1274  0.31
H: -1.2759 2.9347 1.6336  0.20
C: -1.5970 4.6116 -1.3954  -1.50
H: -0.7554 5.3063 -1.3188  0.28
H: -2.4828 5.1372 -1.0109  0.49
H: -1.7875 4.3929 -2.4496  0.35
C: 1.6367 4.3819 -1.9804  -1.63
H: 1.2024 4.3094 -2.9808  0.34
H: 2.6799 4.7039 -2.1049  0.51
H: 1.1299 5.1703 -1.4161  0.40
C: 2.4028 3.2365 0.0979  -1.22
H: 3.4097 3.6223 -0.1480  0.49
H: 2.5525 2.2815 0.6253  0.19
H: 1.9105 3.9665 0.7608  0.28
C: 0.6492 1.3566 -3.6780  -1.43
H: 1.6196 1.8688 -3.6630  0.31
H: 0.3104 1.3069 -4.7230  0.53
H: 0.7988 0.3252 -3.3357  0.15
C: -1.8185 1.5340 -3.1451  -1.53
H: -1.9327 0.4993 -2.7975  0.11
H: -1.9628 1.5278 -4.2369  0.55
H: -2.6194 2.1397 -2.7027  0.30
C: 1.2048 -4.9793 1.2975  -1.82
H: 0.8311 -5.4689 0.3936  0.38
H: 0.5169 -5.1802 2.1256  0.43
H: 2.1622 -5.4485 1.5582  0.50
C: 2.1095 -2.8976 2.3684  -1.25
H: 1.4456 -2.9318 3.2486  0.23
C: -0.9357 -2.0437 -2.1363  -0.92
H: 2.4551 -1.8623 2.2127  0.20
H: 3.0057 -3.5061 2.5966  0.51
C: 1.1246 -3.4823 -1.9281  -1.58
H: -0.4442 -1.0561 -2.1349  -0.03
H: -0.9075 -2.3800 -3.1833  0.46
H: -1.9878 -1.9054 -1.8543  0.27
C: -0.2001 -3.0783 -1.2704  0.06
H: 0.9361 -3.6688 -2.9934  0.50
H: 1.5429 -4.3977 -1.4972  0.37
H: 1.8715 -2.6860 -1.8601  0.26
C: -2.8403 -3.2077 0.4075  -1.28
H: -3.0908 -2.1440 0.3087  0.15
H: -3.6654 -3.6900 0.9533  0.49
H: -2.7785 -3.6618 -0.5883  0.35
C: -1.8757 -3.0527 2.6933  -1.49
H: -2.2152 -2.0118 2.7931  0.32
H: -1.0420 -3.2159 3.3862  0.22
H: -2.7195 -3.6851 3.0169  0.50
H: -0.2880 -1.8334 -5.1706  0.03
H: -0.3007 -1.1311 -5.4377  0.02
Br: 0.2811 -1.8685 5.5403  0.03
C: 0.4020 -0.1664 4.6422  -0.62
C: 0.9277 0.9317 5.3061  -0.11
C: 1.1448 2.0933 4.5606  -1.11
C: 0.8070 2.1401 3.2118  0.15
N: 0.3412 1.0405 2.5663  -0.05
C: 0.1105 -0.1074 3.2760  -0.07
H: 1.1620 0.8780 6.3651  0.53
H: 1.5634 2.9796 5.0158  0.50
H: 0.8825 3.0538 2.6089  0.35
H: -0.2385 -0.9913 2.6880  0.14

=====

Q: Among the records above, which one has the lowest Kohn-Sham gap?
A: C25H48BrNO2P2Zr